The following is a DFT calculation (ωB97M-V with the def2-TZVPD basis set) of a cluster of 11 separate species, C32H65F12N7O17S4 in total in a non-equilibrium geometry.

Output
HOMO energy: -0.62 eV
HOMO-LUMO gap: 2.0555 eV
net charge: -2

Geometry (Å):
C (-0.621, -3.025, 1.459)
N (-0.438, -1.529, 1.162)
C (0.258, -0.860, 2.387)
C (0.519, -1.381, -0.128)
C (-1.892, -0.891, 0.913)
C (-1.968, 0.353, 0.013)
O (-1.068, 1.361, 0.451)
H (-1.095, -3.544, 0.627)
H (-1.192, -3.002, 2.387)
H (0.376, -3.415, 1.663)
H (0.284, 0.230, 2.374)
H (1.279, -1.233, 2.308)
H (-0.158, -1.347, 3.269)
H (0.849, -0.356, -0.297)
H (-0.081, -1.791, -0.941)
H (1.478, -1.882, 0.001)
H (-2.408, -0.605, 1.830)
H (-2.499, -1.702, 0.510)
H (-2.923, 0.864, 0.145)
H (-1.882, 0.192, -1.062)
H (-1.074, 1.950, -0.308)
C (-1.004, -1.633, -8.573)
F (0.129, -0.954, -8.959)
F (-2.004, -0.961, -9.082)
F (-1.113, -2.827, -9.130)
S (-1.155, -1.775, -6.624)
O (-0.540, -3.095, -6.285)
O (-0.574, -0.580, -5.983)
N (-2.911, -1.710, -6.518)
S (-3.288, -3.127, -6.109)
O (-3.123, -4.109, -7.181)
O (-3.033, -3.554, -4.718)
C (-5.220, -3.008, -6.239)
F (-5.770, -2.319, -5.239)
F (-5.586, -2.496, -7.361)
F (-5.696, -4.259, -6.226)
C (-6.850, 6.137, -9.199)
F (-5.842, 6.525, -8.413)
F (-7.892, 6.978, -8.971)
F (-6.363, 6.257, -10.485)
S (-7.449, 4.275, -8.762)
O (-8.852, 4.287, -9.180)
O (-6.614, 3.337, -9.518)
N (-7.105, 4.331, -7.029)
S (-8.357, 3.651, -6.406)
O (-9.536, 4.447, -6.052)
O (-8.568, 2.335, -7.005)
C (-7.493, 3.229, -4.660)
F (-6.272, 2.828, -4.848)
F (-7.491, 4.360, -3.985)
F (-8.284, 2.410, -3.956)
C (0.082, 7.222, -5.352)
C (0.053, 6.260, -4.175)
O (-1.228, 5.705, -3.830)
H (1.068, 7.592, -5.634)
H (-0.598, 8.047, -5.144)
H (-0.402, 6.852, -6.255)
H (0.513, 6.797, -3.346)
H (0.726, 5.475, -4.521)
C (5.804, 4.572, -5.777)
O (6.465, 5.520, -6.262)
N (6.265, 3.596, -4.924)
C (5.326, 2.590, -4.274)
C (7.654, 3.387, -4.458)
H (4.741, 4.532, -6.062)
H (4.420, 2.574, -4.880)
H (5.076, 3.040, -3.313)
H (5.765, 1.601, -4.142)
H (8.045, 2.524, -4.998)
H (8.378, 4.174, -4.672)
H (7.663, 3.175, -3.389)
C (6.382, -6.196, 2.457)
O (5.967, -5.114, 2.205)
N (7.717, -6.419, 2.245)
C (8.759, -5.462, 1.774)
C (8.240, -7.722, 2.554)
H (5.798, -7.078, 2.763)
H (9.602, -5.270, 2.438)
H (8.359, -4.448, 1.773)
H (9.271, -5.790, 0.869)
H (7.606, -8.469, 3.030)
H (8.657, -8.170, 1.651)
H (9.118, -7.632, 3.194)
C (0.532, -11.178, 2.316)
O (1.170, -10.141, 2.252)
N (0.770, -12.162, 3.185)
C (0.160, -13.560, 2.951)
C (1.905, -12.147, 4.072)
H (-0.167, -11.454, 1.511)
H (-0.458, -13.683, 2.062)
H (-0.440, -13.989, 3.753)
H (1.019, -14.215, 2.805)
H (1.993, -11.102, 4.371)
H (1.577, -12.594, 5.011)
H (2.823, -12.470, 3.581)
C (0.377, 7.602, 2.631)
O (-0.411, 8.439, 3.051)
N (1.601, 7.335, 3.174)
C (2.434, 6.314, 2.458)
C (2.077, 7.827, 4.426)
H (0.229, 6.881, 1.812)
H (2.276, 5.473, 3.132)
H (3.506, 6.512, 2.489)
H (2.062, 5.853, 1.543)
H (1.434, 8.625, 4.797)
H (2.034, 7.109, 5.245)
H (3.053, 8.241, 4.175)
C (4.866, 1.309, 6.566)
C (5.345, 0.481, 5.364)
O (5.285, 0.802, 4.218)
C (5.972, -0.801, 5.704)
H (5.741, 1.631, 7.130)
H (4.106, 0.804, 7.163)
H (4.505, 2.254, 6.160)
H (6.803, -0.907, 6.402)
H (6.459, -1.288, 4.860)
H (5.212, -1.470, 6.109)
C (-6.643, -0.444, 6.403)
C (-5.675, -1.622, 6.686)
O (-5.066, -2.218, 5.808)
C (-5.471, -2.001, 8.112)
H (-6.486, -0.212, 5.350)
H (-6.261, 0.460, 6.878)
H (-7.660, -0.613, 6.759)
H (-4.532, -2.549, 8.192)
H (-6.410, -2.443, 8.445)
H (-5.352, -1.117, 8.738)
C (-2.213, 4.998, 6.537)
C (-3.532, 4.861, 5.787)
O (-4.665, 5.255, 6.192)
C (-3.415, 4.357, 4.333)
H (-1.753, 5.950, 6.269)
H (-1.558, 4.195, 6.199)
H (-2.294, 5.253, 7.594)
H (-4.238, 4.516, 3.636)
H (-3.177, 3.306, 4.171)
H (-2.627, 4.907, 3.818)

***

The following is a DFT calculation (ωB97M-V with the def2-TZVPD basis set) of a cluster of 2 separate species, C8H8N4O4 in total in a non-equilibrium geometry.

Output
HOMO energy: -9.62 eV
energy above the lowest of the compared OMol25 structures with the same formula, charge and spin: 71.0 kcal/mol
HOMO-LUMO gap: 9.8170 eV
SMILES string: O=c1cc[nH]c(=O)[nH]1.O=c1cc[nH]c(=O)[nH]1

Geometry (Å):
O (-5.097, -0.733, -0.567)
C (-4.026, -0.304, -0.272)
C (-3.231, -1.166, 0.615)
C (-2.096, -0.627, 1.029)
N (-1.432, 0.482, 0.346)
C (-2.313, 1.422, -0.229)
O (-2.074, 2.695, -0.124)
N (-3.479, 0.876, -0.742)
H (-3.692, -2.078, 1.152)
H (-1.418, -0.968, 2.072)
H (-0.501, 0.878, 0.697)
H (-4.233, 1.525, -1.154)
O (0.777, -1.604, -1.190)
C (1.747, -0.977, -0.795)
C (3.075, -1.540, -0.348)
C (3.979, -0.780, 0.357)
N (3.798, 0.604, 0.333)
C (2.673, 1.218, -0.219)
O (2.590, 2.454, -0.248)
N (1.780, 0.407, -0.821)
H (3.126, -2.666, -0.399)
H (4.871, -1.114, 0.802)
H (4.344, 1.260, 0.907)
H (0.834, 0.737, -1.202)

***

The following is a DFT calculation (ωB97M-V with the def2-TZVPD basis set) of a structure of composition C15H29N3O3S3SiZn.

Output
HOMO energy: -7.42 eV
energy above the lowest of the compared OMol25 structures with the same formula, charge and spin: 7.7 kcal/mol
HOMO-LUMO gap: 7.6840 eV

Geometry (Å):
Zn (-0.774, -0.547, -0.590)
C (-2.699, 0.188, -2.940)
C (-2.860, -1.285, -2.559)
N (-2.721, -1.502, -1.119)
C (-3.923, -1.309, -0.311)
C (-4.375, 0.137, -0.111)
S (-3.095, 1.273, 0.494)
C (-2.880, 2.424, -0.893)
C (-1.702, 2.173, -1.835)
N (-1.556, 0.774, -2.240)
H (-3.592, 0.746, -2.668)
H (-2.601, 0.276, -4.026)
H (-2.071, -1.868, -3.034)
H (-3.823, -1.656, -2.928)
H (-2.400, -2.463, -0.966)
H (-3.722, -1.759, 0.663)
H (-4.767, -1.858, -0.750)
H (-5.175, 0.135, 0.630)
H (-4.801, 0.553, -1.022)
H (-2.739, 3.407, -0.444)
H (-3.829, 2.470, -1.429)
H (-0.766, 2.450, -1.347)
H (-1.835, 2.832, -2.703)
H (-0.701, 0.680, -2.778)
C (4.695, 0.088, 0.594)
Si (3.830, 1.467, 1.494)
C (4.700, 1.780, 3.120)
C (3.861, 3.046, 0.510)
C (2.080, 0.910, 1.910)
C (1.684, 0.736, 3.227)
C (0.422, 0.238, 3.561)
C (-0.418, -0.097, 2.530)
N (-0.071, 0.061, 1.251)
C (1.140, 0.558, 0.913)
S (1.409, 0.680, -0.804)
H (5.763, 0.297, 0.491)
H (4.265, -0.046, -0.399)
H (4.579, -0.849, 1.143)
H (5.721, 2.121, 2.928)
H (4.765, 0.877, 3.732)
H (4.199, 2.556, 3.705)
H (4.868, 3.471, 0.525)
H (3.177, 3.785, 0.935)
H (3.567, 2.871, -0.525)
H (2.371, 0.990, 4.027)
H (0.114, 0.105, 4.588)
H (-1.405, -0.506, 2.708)
C (1.107, -4.543, -1.209)
S (-0.042, -3.368, -0.596)
O (-1.351, -4.016, -0.586)
O (0.419, -2.910, 0.697)
O (-0.025, -2.252, -1.597)
H (1.133, -5.370, -0.503)
H (2.082, -4.065, -1.280)
H (0.770, -4.884, -2.184)

***

The following is a DFT calculation (ωB97M-V with the def2-TZVPD basis set) of a structure of composition C60H47Br2IN4O3PSSbSeTi in a non-equilibrium geometry.

Output
HOMO energy (alpha / beta): -9.41 / -9.45 eV
energy above the lowest of the compared OMol25 structures with the same formula, charge and spin: 39.3 kcal/mol
HOMO-LUMO gap (alpha / beta): 6.9099 / 6.7582 eV
multiplicity: 2
net charge: +1

Geometry (Å):
Ti (0.243, -0.596, 0.121)
C (1.361, 0.111, 3.787)
C (2.338, -0.202, 2.694)
C (3.695, 0.077, 2.943)
C (4.663, -0.353, 2.086)
C (4.299, -1.110, 0.957)
C (5.211, -1.699, 0.058)
Br (7.073, -1.427, 0.264)
C (4.771, -2.498, -0.954)
C (3.400, -2.679, -1.159)
Br (2.887, -3.843, -2.555)
C (2.448, -2.029, -0.399)
O (1.133, -2.064, -0.623)
C (2.916, -1.289, 0.730)
N (1.952, -0.816, 1.579)
H (1.380, -0.704, 4.518)
H (0.354, 0.228, 3.417)
H (1.650, 1.031, 4.289)
H (3.963, 0.628, 3.834)
H (5.708, -0.151, 2.276)
H (5.474, -2.983, -1.615)
O (2.677, 0.205, -1.928)
C (1.699, 0.876, -1.691)
O (1.060, 0.838, -0.535)
C (1.133, 1.831, -2.696)
C (2.003, 2.309, -3.675)
C (1.555, 3.201, -4.630)
C (0.229, 3.614, -4.615)
C (-0.641, 3.140, -3.649)
C (-0.211, 2.240, -2.672)
P (-1.403, 1.688, -1.367)
C (-1.897, 3.395, -0.830)
C (-0.896, 4.362, -0.696)
C (-1.180, 5.616, -0.178)
C (-2.469, 5.931, 0.228)
C (-3.472, 4.984, 0.095)
C (-3.192, 3.730, -0.434)
C (-2.857, 1.126, -2.337)
C (-2.803, 0.817, -3.693)
C (-3.915, 0.293, -4.340)
C (-5.096, 0.085, -3.646)
C (-5.145, 0.345, -2.284)
C (-4.025, 0.831, -1.631)
H (3.027, 1.960, -3.662)
H (2.232, 3.567, -5.391)
H (-0.127, 4.312, -5.362)
H (-1.667, 3.487, -3.641)
H (0.116, 4.130, -0.995)
H (-0.384, 6.346, -0.088)
H (-2.691, 6.908, 0.637)
H (-4.484, 5.218, 0.403)
H (-4.002, 3.026, -0.561)
H (-1.893, 0.980, -4.254)
H (-3.852, 0.048, -5.393)
H (-5.970, -0.294, -4.159)
H (-6.053, 0.153, -1.727)
H (-4.051, 0.954, -0.553)
S (-1.781, -1.692, -0.927)
Sb (-1.134, -3.443, -2.291)
C (-2.997, -4.126, -3.052)
C (-3.535, -3.429, -4.129)
C (-4.747, -3.822, -4.674)
C (-5.420, -4.916, -4.148)
C (-4.888, -5.608, -3.069)
C (-3.680, -5.211, -2.515)
C (-0.353, -5.149, -1.249)
C (-0.570, -6.423, -1.758)
C (-0.071, -7.522, -1.073)
C (0.650, -7.345, 0.098)
C (0.857, -6.070, 0.604)
C (0.342, -4.969, -0.063)
C (-0.303, -2.815, -4.151)
C (0.001, -1.481, -4.327)
C (0.500, -1.056, -5.551)
C (0.689, -1.969, -6.576)
C (0.364, -3.306, -6.396)
C (-0.142, -3.734, -5.180)
H (-3.002, -2.582, -4.546)
H (-5.158, -3.284, -5.518)
H (-6.359, -5.233, -4.583)
H (-5.412, -6.465, -2.666)
H (-3.271, -5.751, -1.668)
H (-1.118, -6.566, -2.682)
H (-0.244, -8.518, -1.459)
H (1.053, -8.205, 0.619)
H (1.425, -5.930, 1.515)
H (0.492, -3.973, 0.324)
H (-0.164, -0.779, -3.519)
H (0.744, -0.015, -5.700)
H (1.084, -1.633, -7.526)
H (0.503, -4.015, -7.202)
H (-0.402, -4.777, -5.033)
I (-4.319, 1.391, 3.224)
C (-2.820, -0.054, 2.946)
C (-2.770, -1.184, 3.747)
C (-1.768, -2.105, 3.475)
C (-0.878, -1.869, 2.452)
N (-0.932, -0.766, 1.677)
C (-1.907, 0.126, 1.932)
H (-3.485, -1.348, 4.541)
H (-1.687, -3.010, 4.060)
H (-0.072, -2.562, 2.248)
H (-1.937, 0.990, 1.282)
C (1.923, 5.316, 3.088)
N (0.518, 5.006, 3.227)
C (-0.106, 3.930, 2.692)
Se (0.635, 2.592, 1.679)
N (-1.418, 4.037, 3.002)
C (-1.654, 5.191, 3.731)
C (-2.808, 5.743, 4.259)
C (-2.675, 6.934, 4.956)
C (-1.431, 7.544, 5.119)
C (-0.277, 6.994, 4.584)
C (-0.411, 5.807, 3.883)
H (2.377, 4.550, 2.465)
H (2.408, 5.328, 4.065)
H (2.044, 6.292, 2.617)
H (-2.123, 3.395, 2.682)
H (-3.768, 5.261, 4.130)
H (-3.551, 7.400, 5.384)
H (-1.366, 8.469, 5.676)
H (0.685, 7.471, 4.712)

***

The following is a DFT calculation (ωB97M-V with the def2-TZVPD basis set) of an isolated molecule of C5H8S in a non-equilibrium geometry.

Output
HOMO energy: -9.10 eV
energy above the lowest of the compared OMol25 structures with the same formula, charge and spin: 55.2 kcal/mol
HOMO-LUMO gap: 9.9869 eV
SMILES string: C=C=C[C@H](C)S

Geometry (Å):
C (1.295, 2.641, 0.552)
C (0.733, 1.576, 0.082)
C (0.255, 0.565, -0.481)
C (-0.268, -0.637, 0.205)
C (-0.230, -1.857, -0.663)
S (-2.145, -0.251, 0.440)
H (0.572, 3.321, 0.955)
H (2.360, 2.829, 0.698)
H (-0.031, 0.497, -1.458)
H (0.302, -0.629, 1.171)
H (0.811, -2.181, -0.631)
H (-0.597, -1.764, -1.741)
H (-0.776, -2.627, -0.264)
H (-2.280, -1.484, 1.136)

***

The following is a DFT calculation (ωB97M-V with the def2-TZVPD basis set) of a cluster of 7 separate species, H14O7 in total in a non-equilibrium geometry.

Output
HOMO energy (alpha / beta): -15.26 / -15.26 eV
energy above the lowest of the compared OMol25 structures with the same formula, charge and spin: 0.0 kcal/mol
HOMO-LUMO gap (alpha / beta): 11.8563 / 5.0370 eV
multiplicity: 2
net charge: +1

Geometry (Å):
O (1.219, 0.712, -0.732)
O (3.685, 0.485, 0.449)
O (0.645, -0.428, 1.533)
O (0.143, -1.617, -2.033)
H (1.086, -0.255, -0.939)
H (1.652, 0.730, 0.155)
H (4.012, 1.355, 0.717)
H (4.365, 0.200, -0.182)
H (0.110, 0.338, 1.851)
H (0.028, -1.151, 1.730)
H (0.511, -2.457, -1.732)
H (-0.711, -1.601, -1.553)
O (-1.534, 1.218, 1.858)
O (-2.671, -1.682, -0.598)
O (-1.569, 1.287, -0.860)
H (-2.527, -0.825, -0.166)
H (-2.890, -2.268, 0.140)
H (-1.129, 2.074, 2.025)
H (-1.902, 1.236, 0.958)
H (-0.620, 1.144, -0.887)
H (-1.906, 1.506, -1.733)

***

The following is a DFT calculation (ωB97M-V with the def2-TZVPD basis set) of a cluster of 7 separate species, C11H27Cl2O6P in total in a non-equilibrium geometry.

Output
HOMO energy: -8.17 eV
HOMO-LUMO gap: 8.4981 eV
SMILES string: C/C(Cl)=C(\Cl)[PH3]Cc1ccc(C)cc1.O.O.O.O.O.O

Geometry (Å):
C (3.774, -0.126, 1.540)
C (2.316, -0.431, 1.239)
Cl (1.169, 0.741, 1.885)
C (1.880, -1.475, 0.547)
Cl (3.011, -2.649, -0.103)
P (-0.032, -1.665, 0.227)
C (-1.949, -1.705, -0.068)
C (-2.388, -0.291, -0.370)
C (-2.307, 0.158, -1.670)
C (-2.643, 1.438, -2.047)
C (-3.068, 2.305, -1.052)
C (-3.424, 3.760, -1.355)
C (-3.163, 1.872, 0.247)
C (-2.825, 0.587, 0.590)
H (4.287, -1.080, 1.649)
H (3.808, 0.449, 2.468)
H (4.159, 0.477, 0.712)
H (0.002, -0.369, -0.353)
H (-0.190, -1.938, 1.608)
H (0.194, -2.769, -0.632)
H (-2.474, -1.998, 0.851)
H (-2.225, -2.375, -0.887)
H (-1.944, -0.488, -2.468)
H (-2.554, 1.706, -3.092)
H (-2.815, 4.360, -0.667)
H (-3.094, 4.052, -2.348)
H (-4.488, 3.966, -1.228)
H (-3.479, 2.556, 1.030)
H (-2.893, 0.290, 1.635)
O (4.079, -0.825, 5.133)
H (3.267, -0.665, 4.643)
H (4.454, -1.605, 4.704)
O (-4.439, 4.758, -4.072)
H (-5.397, 4.723, -3.982)
H (-4.246, 5.701, -4.109)
O (4.303, -0.271, -2.452)
H (3.732, -0.753, -1.842)
H (3.772, -0.178, -3.249)
O (-4.595, 1.753, -4.732)
H (-5.553, 1.709, -4.664)
H (-4.395, 2.694, -4.790)
O (3.650, -3.441, 4.276)
H (3.496, -4.179, 3.676)
H (3.754, -3.858, 5.137)
O (5.466, -5.099, 2.916)
H (5.693, -4.320, 2.399)
H (6.315, -5.505, 3.118)

***

The following is a DFT calculation (ωB97M-V with the def2-TZVPD basis set) of a cluster of 3 separate species, C5H14N2O in total in a non-equilibrium geometry.

Output
HOMO energy: -8.33 eV
energy above the lowest of the compared OMol25 structures with the same formula, charge and spin: 132.5 kcal/mol
HOMO-LUMO gap: 7.7621 eV
SMILES string: CC=C(C)C.N=O.N

Geometry (Å):
C (-0.523, 1.601, -0.527)
C (0.470, 0.847, 0.314)
C (0.108, -0.285, 0.959)
C (1.112, -1.021, 1.804)
C (-1.340, -0.823, 0.818)
H (-1.049, 0.843, -1.155)
H (0.043, 2.412, -1.047)
H (-1.253, 1.980, 0.180)
H (1.514, 1.193, 0.371)
H (1.422, -0.349, 2.692)
H (0.825, -1.957, 2.056)
H (1.951, -1.072, 1.141)
H (-2.028, -0.028, 1.074)
H (-1.679, -1.108, -0.243)
H (-1.596, -1.554, 1.599)
N (-1.729, 3.951, 1.880)
O (-2.462, 2.989, 1.785)
H (-2.120, 4.820, 2.378)
N (1.202, 0.081, -4.322)
H (1.075, -0.193, -3.367)
H (2.106, -0.155, -4.545)
H (0.546, -0.097, -5.133)

***

The following is a DFT calculation (ωB97M-V with the def2-TZVPD basis set) of a structure of composition C4H5NS in a non-equilibrium geometry.

Output
HOMO energy: -9.47 eV
energy above the lowest of the compared OMol25 structures with the same formula, charge and spin: 180.2 kcal/mol
HOMO-LUMO gap: 9.2982 eV

Geometry (Å):
C (0.872, 0.683, -2.015)
C (0.094, 0.713, -0.753)
C (0.689, -0.276, 0.325)
C (0.353, 0.164, 1.642)
H (0.999, 2.282, -2.458)
H (1.936, -0.084, -1.552)
H (0.040, 0.165, -3.087)
H (-0.232, 1.710, -0.401)
H (1.578, -1.053, -0.010)
N (-0.304, 0.223, 2.794)
S (-0.890, -0.768, -0.452)

***

| no. | total energy (hartree) |
| --- | --- |
| 1 | -5711.40552 |
| 2 | -829.64720 |
| 3 | -4242.47447 |
| 4 | -12435.76476 |
| 5 | -593.40034 |
| 6 | -534.70295 |
| 7 | -2148.40827 |
| 8 | -383.48963 |
| 9 | -608.06342 |